1.
61
Properties=species:S:1:pos:R:3:forces:R:3:nbo_charge:R:1 method="wB97M-V/def2-TZVPD" largest_force_ha_per_bohr=0.0410 lumo_ev=2.28 orbital_gap_ha=0.2013 total_charge=-1 homo_ev=-3.20
K 2.3548 -3.0508 0.0560 0.00 -0.42 -0.57 0.924
S 1.1020 -1.0156 1.8419 0.86 -0.73 0.19 0.188
C 0.9158 0.4476 0.9923 -0.31 0.66 -0.64 -0.287
N 0.7734 1.6688 1.7745 0.89 -0.22 0.24 -0.473
C 0.5095 2.8744 1.0638 -0.21 0.05 -0.06 -0.209
C 1.4640 2.9593 -0.1058 0.00 -0.13 -0.01 -0.205
N 1.2957 1.7964 -0.9431 -0.26 -0.06 -0.15 -0.457
C 1.4730 2.0386 -2.3617 -0.07 0.02 0.07 -0.269
C 0.3042 2.7833 -2.9624 0.04 -0.01 -0.01 0.074
C -0.9480 2.1707 -3.0080 0.00 0.00 0.05 -0.236
C -2.0375 2.8462 -3.5296 -0.03 -0.02 -0.01 -0.200
C -1.8964 4.1421 -4.0135 -0.04 0.03 -0.02 -0.235
C -0.6569 4.7576 -3.9714 0.00 0.04 -0.02 -0.221
C 0.4359 4.0787 -3.4455 0.03 -0.03 -0.03 -0.257
C 1.0163 0.5411 -0.4061 0.23 0.04 0.36 0.094
S 0.8102 -0.7639 -1.5480 0.21 -0.13 0.50 -0.498
C 0.4486 1.6715 3.1736 -0.20 -0.03 -0.19 -0.245
C -1.0324 1.8465 3.4488 0.01 -0.01 0.06 0.067
C -1.9445 0.9211 2.9425 0.03 0.01 0.01 -0.238
C -3.3024 1.0833 3.1590 -0.03 -0.04 -0.01 -0.196
C -3.7732 2.1706 3.8856 -0.05 0.00 0.00 -0.237
C -2.8750 3.0956 4.3907 0.00 0.04 0.02 -0.221
C -1.5132 2.9329 4.1681 0.02 -0.01 0.01 -0.245
H 0.6570 3.7224 1.7413 -0.01 0.01 -0.02 0.188
H -0.5252 2.9319 0.6783 0.02 0.03 0.00 0.173
H 2.4982 3.0319 0.2607 -0.02 0.06 0.03 0.176
H 1.2435 3.8467 -0.7049 0.02 0.02 0.02 0.197
H 1.5966 1.0698 -2.8426 0.01 0.04 -0.04 0.271
H 2.3915 2.6204 -2.5032 0.01 0.01 -0.01 0.177
H -1.0447 1.1603 -2.6255 0.01 0.00 0.01 0.248
H -3.0051 2.3603 -3.5612 0.00 0.00 0.00 0.205
H -2.7513 4.6682 -4.4202 0.00 0.00 0.00 0.202
H -0.5378 5.7679 -4.3439 0.00 0.00 0.00 0.201
H 1.4074 4.5611 -3.4142 0.00 0.00 0.01 0.201
H 1.0013 2.4821 3.6690 -0.04 0.01 0.01 0.175
H 0.7783 0.7265 3.6023 0.02 -0.02 0.07 0.225
H -1.5760 0.0755 2.3756 -0.01 -0.01 -0.04 0.234
H -3.9990 0.3561 2.7607 0.00 0.00 -0.01 0.207
H -4.8358 2.2954 4.0534 0.00 0.00 0.00 0.203
H -3.2323 3.9489 4.9545 0.00 0.00 0.00 0.201
H -0.8115 3.6622 4.5597 0.01 0.00 -0.01 0.198
C 2.9926 -0.9324 2.4016 -1.50 1.48 -0.11 -0.770
H 2.7986 -0.2833 3.2513 0.72 -0.18 0.40 0.213
H 3.5250 -0.3116 1.6816 -0.05 -0.24 -0.28 0.217
H 3.5687 -1.8094 2.6798 -0.42 -0.40 -0.04 0.204
Cl 0.8679 -7.3044 -2.6105 -0.04 -0.06 0.02 -0.117
C 1.9370 -5.9646 -3.1371 0.10 0.09 0.00 -0.473
C 2.6491 -5.1951 -2.0010 -0.02 -0.05 0.13 0.731
O 3.1674 -4.1282 -2.4002 -0.03 0.02 0.02 -0.775
O 2.6404 -5.6594 -0.8463 -0.03 0.04 0.03 -0.769
H 1.3266 -5.2691 -3.7047 0.01 0.00 -0.01 0.217
H 2.6855 -6.3967 -3.7968 0.00 0.01 -0.01 0.214
N -1.6755 -5.4313 -0.8444 -0.02 -0.01 0.04 -0.518
C -1.5808 -6.1679 0.3112 -0.01 -0.06 0.00 -0.117
C -0.6843 -5.5014 1.0914 -0.02 -0.11 -0.13 -0.089
N -0.2259 -4.3884 0.4359 0.14 0.19 0.14 -0.485
C -0.8362 -4.3753 -0.7193 0.07 0.04 -0.05 0.174
H -2.1811 -5.6865 -1.6724 0.01 0.00 -0.01 0.415
H -2.1302 -7.0810 0.4555 0.00 0.00 0.01 0.208
H -0.3203 -5.7721 2.0678 -0.03 0.01 0.02 0.201
H -0.7037 -3.6259 -1.4848 -0.01 0.02 0.00 0.219

2.
73
Properties=species:S:1:pos:R:3:forces:R:3:mulliken_charge:R:1 method="wB97M-V/def2-TZVPD" largest_force_ha_per_bohr=0.0545 lumo_ev="-0.01 / 0.00" spin_multiplicity=2 orbital_gap_ha="0.2721 / 0.2937" s_squared=0.751 homo_ev="-7.41 / -7.99"
C 0.7307 -2.3445 0.2491 -0.23 -0.85 -0.58 -0.150
C -0.6096 -2.5657 -0.2067 0.92 -0.51 -0.37 -0.955
C -0.6373 -2.3288 -1.6204 1.00 -0.60 0.18 -0.388
H -1.4568 -2.8611 0.4144 0.32 0.11 -0.17 0.522
C 0.6884 -1.9551 -2.0243 -0.11 -1.00 0.21 -0.122
C 1.5295 -1.9477 -0.8673 -0.57 -0.81 -0.09 -1.098
H 2.5944 -1.7069 -0.8496 -0.39 -0.13 0.00 0.477
H 1.0887 -2.4904 1.2687 -0.20 0.25 -0.35 0.732
H -1.4957 -2.4759 -2.2810 0.32 0.10 0.33 0.499
H 1.0251 -1.7951 -3.0459 -0.16 0.18 0.41 0.306
C -0.8260 2.3964 -1.3631 1.08 0.47 0.03 -1.043
C -0.3583 2.6043 -0.0323 0.83 0.51 -0.23 -0.186
C 1.0421 2.2872 0.0116 -0.57 0.78 -0.61 -0.120
H -0.9458 2.9676 0.8121 0.19 -0.26 -0.23 0.512
C 1.4453 1.8823 -1.2997 -0.48 0.79 0.11 -1.217
C 0.2951 1.9654 -2.1448 0.14 0.85 0.08 -0.293
H 0.2795 1.7359 -3.2033 0.00 0.10 0.36 0.876
H -1.8481 2.5454 -1.7158 0.35 -0.01 0.07 0.480
H 1.6913 2.3882 0.8817 -0.32 -0.16 -0.23 0.657
H 2.4555 1.5897 -1.5993 -0.45 0.13 0.06 0.445
Ce -0.1828 0.0073 -0.4982 -1.31 0.19 0.46 0.521
O -0.1216 0.0065 -4.1694 -0.23 -1.30 -2.47 -0.292
C -1.3253 -0.5780 -4.6773 1.00 -0.30 -0.52 -0.195
C -0.0795 -0.8466 -5.4713 -1.06 0.51 2.42 -0.241
H -1.7145 -1.3884 -4.0551 -0.11 0.31 -0.25 -0.012
H -2.0379 0.1140 -5.1408 0.09 -0.21 0.36 0.280
H 0.3905 -1.8249 -5.3351 -0.03 0.41 0.12 0.407
H 1.1108 -1.8625 -7.6460 -0.02 0.21 -0.14 0.344
C 0.7658 -0.8428 -7.8186 -0.47 0.28 0.79 -0.445
C 0.1543 -0.1584 -6.7401 0.23 0.88 -1.22 0.754
C -0.2965 1.1666 -6.9416 0.12 -0.51 -0.17 -0.411
H -0.7572 1.7133 -6.1103 0.25 -0.20 -0.37 0.257
C -0.1684 1.7630 -8.1981 0.18 -0.17 0.02 -0.649
H -0.5331 2.7831 -8.3450 0.16 -0.35 0.02 0.354
C 0.4269 1.0674 -9.2616 -0.05 -0.24 0.40 -0.395
H 0.5357 1.5450 -10.2339 -0.06 -0.11 0.22 0.368
C 0.8869 -0.2436 -9.0679 -0.07 0.38 -0.02 -0.558
H 1.3432 -0.7975 -9.8924 -0.14 0.23 0.29 0.360
O -0.1740 0.0308 1.6066 -0.09 -0.16 2.04 0.524
Si -0.1622 -0.0987 3.2594 0.22 0.44 -1.69 -1.044
C -1.5336 -1.2977 3.6737 0.00 -0.07 0.24 0.974
C -2.6822 -1.2090 2.8737 -0.35 -0.30 0.12 0.029
C -3.7689 -2.0610 3.0777 0.27 0.01 0.27 -0.758
C -3.7317 -2.9945 4.1219 0.09 0.15 -0.16 -0.560
C -2.5906 -3.0993 4.9215 0.09 0.10 -0.08 -0.674
C -1.4837 -2.2696 4.6844 -0.65 -0.02 -0.17 -0.489
C 1.5495 -0.6455 3.7700 0.06 0.07 0.31 0.385
C 1.8530 -1.2319 5.0104 0.64 -0.06 -0.41 -0.542
C 3.1563 -1.6840 5.2676 -0.15 0.17 0.08 -0.727
C 4.1821 -1.4695 4.3409 -0.30 0.07 -0.10 -0.483
C 3.8973 -0.8113 3.1407 -0.17 0.03 0.20 -0.767
C 2.5891 -0.4094 2.8592 0.34 -0.23 0.08 0.391
C -0.4528 1.6644 3.8196 -0.10 -0.17 0.28 0.667
C -1.7558 2.1602 3.9357 0.12 0.58 0.09 -0.274
C -1.9747 3.5257 4.1565 0.12 -0.08 0.03 -0.643
C -0.8919 4.4036 4.2784 0.02 -0.25 -0.16 -0.550
C 0.4107 3.9103 4.1551 -0.02 -0.16 0.00 -0.611
C 0.6303 2.5457 3.9352 -0.31 0.39 0.09 -0.290
H -2.7424 -0.4636 2.0753 0.12 -0.22 0.24 0.246
H -4.6380 -1.9801 2.4277 0.08 -0.07 0.19 0.407
H -4.5989 -3.6344 4.3021 0.33 0.15 -0.03 0.358
H -2.5637 -3.8280 5.7369 0.01 0.22 -0.32 0.389
H -0.5872 -2.3780 5.2908 -0.26 -0.03 -0.09 0.057
H 1.0818 -1.3161 5.7778 0.28 -0.12 -0.19 0.377
H 3.3719 -2.1952 6.2076 -0.01 0.20 -0.22 0.371
H 5.2017 -1.7951 4.5566 -0.34 0.05 -0.04 0.370
H 4.6869 -0.6015 2.4213 -0.10 -0.09 0.17 0.423
H 2.3829 0.1038 1.9144 -0.02 -0.25 0.30 0.234
H -2.6088 1.4840 3.8523 0.19 0.17 0.02 0.322
H -2.9938 3.9050 4.2319 0.23 -0.07 0.03 0.387
H -1.0613 5.4694 4.4544 0.05 -0.38 -0.07 0.360
H 1.2646 4.5860 4.2253 -0.25 -0.14 0.03 0.374
H 1.6526 2.1701 3.8555 -0.25 0.09 0.01 0.386